[1]
152
Properties=species:S:1:pos:R:3:mulliken_charge:R:1 method="wB97M-V/def2-TZVPD" largest_force_ev_per_a=3.17 smiles="CCOP(=O)(OCC)OCC.CCOP(=O)(OCC)OCC.CCOP(=O)(OCC)OCC.CCOP(=O)(OCC)OCC.BrCCBr.BrCCBr.BrCCBr.BrCCBr.BrCCBr.BrCCBr" gap_ev=9.75 lumo_ev=0.05 total_charge=0 e_above_lowest_ev=0.000
C -7.26 -1.62 1.77 -0.940
C -7.53 -2.98 1.01 -0.179
O -8.24 -2.90 -0.26 -0.324
P -8.83 -1.57 -0.83 0.680
O -9.86 -0.82 -0.13 -0.809
O -9.34 -2.02 -2.19 -0.312
C -8.63 -2.92 -3.06 0.026
C -9.58 -3.46 -4.12 -1.287
O -7.49 -0.73 -1.06 0.152
C -7.56 0.72 -1.48 -0.334
C -7.00 1.58 -0.40 -1.002
H -6.52 -1.05 1.24 -0.013
H -8.14 -1.07 1.86 0.434
H -6.89 -1.80 2.78 0.435
H -6.62 -3.51 0.65 0.198
H -8.06 -3.62 1.70 0.263
H -7.86 -2.26 -3.47 0.176
H -8.12 -3.69 -2.45 0.265
H -9.64 -2.70 -4.82 0.345
H -9.21 -4.31 -4.62 0.395
H -10.56 -3.63 -3.68 0.319
H -6.96 0.72 -2.40 0.271
H -8.57 0.99 -1.73 0.406
H -7.22 2.56 -0.76 0.464
H -7.54 1.57 0.55 0.258
H -5.90 1.44 -0.23 0.099
C 3.32 5.86 -2.59 -1.496
C 2.34 4.79 -2.79 0.718
O 1.46 5.17 -3.90 -0.393
P -0.12 4.93 -3.75 0.586
O -0.84 5.60 -4.85 -0.790
O -0.39 3.32 -3.53 0.227
C -0.30 2.60 -4.77 -0.438
C -0.57 1.17 -4.23 -0.867
O -0.46 5.29 -2.28 -0.158
C -0.52 6.69 -1.91 -0.137
C -1.12 6.84 -0.51 -1.181
H 4.20 5.55 -2.02 0.375
H 3.67 6.26 -3.57 0.326
H 2.96 6.75 -2.01 0.263
H 2.93 3.91 -3.10 0.309
H 1.66 4.57 -1.97 -0.167
H -1.14 2.88 -5.45 0.283
H 0.63 2.77 -5.26 0.431
H -1.30 1.26 -3.43 0.256
H -0.79 0.40 -5.00 0.418
H 0.33 0.88 -3.66 0.023
H 0.51 7.11 -1.90 0.187
H -1.18 7.22 -2.65 0.350
H -0.98 7.90 -0.17 0.347
H -2.15 6.51 -0.45 0.344
H -0.64 6.16 0.16 0.242
C 7.46 0.45 4.32 -1.551
C 6.15 0.80 3.77 1.019
O 5.30 1.28 4.82 -0.328
P 3.89 1.92 4.46 -0.602
O 3.13 2.41 5.59 -0.708
O 4.23 3.16 3.45 0.129
C 4.63 4.40 4.06 -0.303
C 5.29 5.03 2.91 -1.104
O 3.32 0.83 3.46 0.962
C 1.98 0.36 3.55 0.515
C 1.68 -0.27 4.90 -0.996
H 7.87 1.31 4.85 0.370
H 7.41 -0.35 5.04 0.340
H 8.18 0.27 3.56 0.397
H 6.17 1.60 2.99 -0.131
H 5.54 -0.06 3.40 -0.207
H 3.76 4.87 4.48 0.304
H 5.31 4.14 4.85 0.360
H 4.59 5.09 2.05 0.148
H 5.46 6.03 3.03 0.509
H 6.18 4.37 2.67 0.168
H 1.33 1.26 3.50 0.129
H 1.84 -0.24 2.71 -0.235
H 2.28 -1.18 5.04 0.237
H 1.78 0.47 5.69 -0.175
H 0.70 -0.64 4.84 0.661
C 6.39 0.75 0.37 -0.674
C 5.49 0.81 -0.87 -0.534
O 4.20 1.33 -0.45 -0.115
P 2.93 0.35 -0.06 -0.989
O 3.30 -0.77 0.81 0.550
O 1.94 1.33 0.54 0.548
C 1.43 2.55 0.05 -0.474
C -0.07 2.66 0.17 -1.081
O 2.27 -0.05 -1.46 -0.076
C 1.93 -1.46 -1.64 -0.203
C 0.55 -1.81 -1.04 -0.333
H 6.33 1.71 0.81 0.088
H 6.16 -0.09 0.99 0.059
H 7.44 0.63 0.05 0.467
H 5.96 1.54 -1.50 0.419
H 5.42 -0.14 -1.41 0.311
H 1.94 3.30 0.57 0.590
H 1.65 2.59 -1.00 0.133
H -0.57 1.85 -0.33 0.199
H -0.34 2.54 1.22 0.389
H -0.33 3.63 -0.24 0.110
H 1.87 -1.51 -2.72 -0.237
H 2.72 -2.15 -1.50 0.404
H 0.66 -1.65 0.13 -0.192
H -0.18 -1.11 -1.37 0.345
H 0.16 -2.82 -1.28 0.353
Br -0.28 -6.74 -4.78 -0.166
C -1.96 -5.82 -4.59 -0.453
C -1.52 -4.42 -4.09 -0.395
Br -2.93 -3.24 -3.70 -0.140
H -2.54 -6.35 -3.84 0.349
H -2.51 -5.81 -5.53 0.384
H -1.05 -3.98 -4.97 0.105
H -0.90 -4.36 -3.21 0.321
Br -3.24 -4.32 1.22 -0.102
C -3.35 -2.79 0.10 -0.179
C -3.32 -1.41 0.70 -0.568
Br -3.27 -0.17 -0.84 -0.158
H -4.26 -2.89 -0.48 0.236
H -2.45 -2.80 -0.48 -0.037
H -2.32 -1.24 1.13 0.397
H -4.13 -1.19 1.34 0.480
Br 1.48 -2.35 -5.40 -0.141
C 2.17 -1.13 -6.87 -0.755
C 2.97 -2.05 -7.84 -0.549
Br 3.77 -0.88 -9.19 -0.176
H 2.82 -0.36 -6.47 0.423
H 1.25 -0.60 -7.20 0.426
H 2.31 -2.75 -8.38 0.359
H 3.71 -2.47 -7.21 0.409
Br -0.83 2.44 7.11 -0.110
C 0.10 1.02 7.98 -0.402
C 1.50 1.42 8.43 -0.280
Br 1.47 2.82 9.79 -0.170
H 0.29 0.16 7.30 0.223
H -0.44 0.59 8.85 0.431
H 2.02 1.91 7.59 -0.081
H 2.11 0.60 8.78 0.429
Br 1.46 -3.43 2.79 -0.240
C 2.91 -3.79 1.55 0.201
C 4.28 -3.47 2.07 0.179
Br 5.49 -4.21 0.66 -0.242
H 2.57 -3.20 0.74 -0.464
H 2.88 -4.94 1.37 0.407
H 4.47 -3.72 3.11 0.505
H 4.47 -2.43 1.99 -0.400
Br 0.53 -7.26 0.16 -0.188
C -0.37 -6.70 1.88 0.128
C -0.26 -7.85 2.92 -0.626
Br -0.73 -7.24 4.67 -0.160
H -1.40 -6.41 1.66 0.110
H 0.04 -5.82 2.32 -0.089
H 0.73 -8.22 2.95 0.394
H -0.88 -8.75 2.79 0.366

[2]
11
Properties=species:S:1:pos:R:3:nbo_charge:R:1 method="wB97M-V/def2-TZVPD" largest_force_ev_per_a=5.82 gap_ev=9.70 lumo_ev=0.06 total_charge=0 e_above_lowest_ev=3.027
C 1.23 -0.30 0.47 0.931
C 1.76 0.51 -0.58 -0.779
O 1.64 -1.02 1.27 -0.402
O -0.62 0.37 0.74 -1.167
Si -1.98 -0.18 0.26 1.272
H 1.53 1.57 -0.19 0.312
H 2.69 0.17 -0.94 0.265
H 0.98 0.24 -1.37 0.284
H -2.10 -0.14 -1.22 -0.253
H -3.07 0.50 0.98 -0.211
H -2.07 -1.73 0.57 -0.252

[3]
75
Properties=species:S:1:pos:R:3:mulliken_charge:R:1 method="wB97M-V/def2-TZVPD" largest_force_ev_per_a=1.27 gap_ev=5.45 lumo_ev=4.10 total_charge=-2 e_above_lowest_ev=1.347
Zr -0.52 -0.39 0.07 -1.276
O 3.35 -1.19 -2.32 -0.795
C 3.16 -0.33 -3.33 0.230
C 4.12 -0.29 -4.34 -0.725
C 3.97 0.55 -5.42 -0.265
C 2.85 1.37 -5.52 -0.823
C 1.90 1.35 -4.52 -0.485
C 2.04 0.52 -3.41 0.048
C 1.07 0.57 -2.29 1.368
O 1.10 -0.36 -1.40 -0.039
N 0.28 1.61 -2.23 -1.203
N -0.50 1.57 -1.08 1.196
C -1.13 2.65 -0.82 -0.744
C -1.94 2.89 0.34 1.389
C -2.63 4.11 0.42 -0.840
C -3.40 4.44 1.51 -0.707
C -3.48 3.54 2.58 -0.438
C -2.80 2.34 2.53 -0.765
C -2.02 1.97 1.42 0.188
O -1.41 0.82 1.41 0.042
H 2.53 -1.16 -1.76 0.252
H 4.98 -0.95 -4.25 0.423
H 4.73 0.58 -6.20 0.369
H 2.73 2.03 -6.38 0.370
H 1.02 1.98 -4.56 0.453
H -1.03 3.47 -1.54 0.182
H -2.55 4.79 -0.42 0.333
H -3.93 5.38 1.54 0.357
H -4.07 3.79 3.45 0.380
H -2.86 1.63 3.35 0.349
Se -0.84 -2.10 2.51 -0.461
Se -3.08 -1.49 2.43 -0.266
Se -3.70 -1.85 0.24 -0.217
Se -3.28 0.07 -1.00 -0.336
C -0.98 -4.14 -3.35 -0.300
C -0.78 -4.49 -2.03 -0.639
C -0.74 -3.52 -1.04 -0.366
C -0.90 -2.15 -1.31 1.302
C -1.09 -1.84 -2.67 -0.280
C -1.13 -2.80 -3.67 -0.867
H -1.00 -4.90 -4.13 0.323
H -0.66 -5.54 -1.77 0.344
H -0.61 -3.83 -0.01 0.272
H -1.23 -0.80 -2.97 0.210
H -1.30 -2.49 -4.70 0.358
O 1.30 -1.26 0.89 -0.478
C 1.83 -0.24 1.37 -0.072
N 2.88 -0.28 2.23 0.304
C 3.31 1.05 2.58 2.589
C 2.26 1.89 1.70 -0.437
O 2.30 3.10 1.66 -0.771
N 1.43 1.02 1.09 0.498
C 3.03 1.42 4.03 -0.813
C 2.30 0.58 4.86 -0.209
C 2.01 0.95 6.16 -0.900
C 2.44 2.17 6.65 -0.336
C 3.15 3.03 5.82 -0.891
C 3.43 2.66 4.52 -0.045
C 4.73 1.27 2.11 -0.024
C 4.98 1.37 0.74 -0.384
C 6.28 1.47 0.26 -0.909
C 7.35 1.47 1.14 -0.374
C 7.11 1.36 2.50 -0.869
C 5.81 1.26 2.98 -0.298
H 3.32 -1.13 2.51 0.262
H 1.91 -0.36 4.47 0.409
H 1.43 0.28 6.79 0.416
H 2.22 2.46 7.68 0.384
H 3.47 4.00 6.19 0.363
H 3.96 3.34 3.86 0.496
H 4.15 1.36 0.04 0.557
H 6.44 1.54 -0.81 0.443
H 8.36 1.55 0.77 0.373
H 7.94 1.34 3.20 0.379
H 5.64 1.17 4.05 0.434

[4]
53
Properties=species:S:1:pos:R:3:nbo_charge:R:1 method="wB97M-V/def2-TZVPD" largest_force_ev_per_a=3.30 gap_ev="5.19 / 4.65" lumo_ev="-7.79 / -8.24" total_charge=+2
C 2.65 -2.20 -0.04 -0.645
H 2.42 -3.06 0.62 0.234
H 2.31 -2.38 -1.02 0.235
H -0.21 -1.99 2.13 0.043
C 3.84 -1.31 0.43 -0.462
H 3.91 -0.30 -0.05 0.229
H 3.79 -1.11 1.51 0.221
C 5.16 -2.00 0.12 -0.579
H 5.96 -1.30 0.17 0.237
H 5.30 -2.78 0.84 0.223
H 5.08 -2.40 -0.87 0.219
C -0.99 1.21 -1.73 0.027
C 0.31 1.38 -2.27 -0.038
C 0.79 0.11 -2.69 0.114
C -0.20 -0.86 -2.37 -0.078
C -1.33 -0.17 -1.84 0.029
C -2.65 -0.73 -1.51 -0.661
C -0.15 -2.29 -2.71 -0.658
C 2.01 -0.13 -3.48 -0.679
C 0.97 2.68 -2.48 -0.659
C -1.86 2.28 -1.22 -0.662
Bi 0.98 -1.03 0.84 0.833
H -0.87 -2.88 -2.14 0.222
H -0.41 -2.40 -3.78 0.252
H 0.85 -2.73 -2.57 0.215
H -2.62 -1.82 -1.58 0.231
H -2.96 -0.46 -0.49 0.201
H -3.41 -0.36 -2.21 0.261
H -1.26 3.13 -0.89 0.227
H -2.54 2.64 -2.01 0.264
H -2.47 1.91 -0.39 0.208
H 2.06 2.55 -2.60 0.226
H 0.58 3.16 -3.39 0.242
H 0.78 3.36 -1.64 0.216
H 2.48 -1.09 -3.24 0.225
H 1.76 -0.14 -4.56 0.268
H 2.75 0.67 -3.33 0.240
C -3.60 -1.03 3.81 -0.435
N -2.80 0.15 3.70 -0.296
C -2.96 1.36 4.39 -0.010
C -1.99 2.19 3.93 -0.022
N -1.25 1.52 2.97 -0.298
C -0.18 2.14 2.20 -0.418
C -1.75 0.25 2.84 0.222
Se -1.57 -1.31 1.71 0.251
H -4.36 -0.85 4.60 0.257
H -2.98 -1.89 4.09 0.244
H -4.11 -1.26 2.87 0.237
H -3.74 1.46 5.09 0.266
H -1.78 3.22 4.20 0.272
H -0.58 2.72 1.36 0.239
H 0.38 2.82 2.86 0.250
H 0.49 1.36 1.82 0.220

[5]
14
Properties=species:S:1:pos:R:3:nbo_charge:R:1 method="wB97M-V/def2-TZVPD" largest_force_ev_per_a=0.79 smiles=CC.O.O gap_ev=11.81 lumo_ev=0.61 total_charge=0 e_above_lowest_ev=0.192
C -0.92 -1.18 -0.66 -0.610
C -1.42 0.22 -1.08 -0.608
H -1.14 -1.36 0.39 0.211
H 0.14 -1.28 -0.86 0.189
H -1.41 -1.96 -1.26 0.205
H -0.64 0.95 -0.92 0.198
H -1.73 0.23 -2.13 0.203
H -2.26 0.52 -0.45 0.211
O 0.10 1.21 2.38 -0.947
H 0.51 0.71 1.67 0.477
H 0.55 2.07 2.38 0.469
O 2.77 0.25 0.43 -0.946
H 2.52 0.31 -0.50 0.473
H 2.95 -0.68 0.59 0.476

[6]
74
Properties=species:S:1:pos:R:3:mulliken_charge:R:1 method="wB97M-V/def2-TZVPD" largest_force_ev_per_a=2.69 gap_ev="2.82 / 2.70" lumo_ev="-6.75 / -6.87" total_charge=+1
Bi -3.20 0.44 1.02 0.814
C 0.77 0.10 4.93 0.757
C 1.80 0.57 4.08 0.532
C 0.11 2.12 4.06 0.547
C -0.22 1.13 4.99 0.379
C 1.38 1.80 3.50 0.297
C 0.73 -1.20 5.65 -1.791
H 1.64 -1.78 5.45 0.366
H -0.14 -1.81 5.35 0.250
H 0.67 -1.06 6.74 0.443
C -1.40 1.19 5.87 -1.264
H -1.28 0.51 6.72 0.336
H -2.32 0.96 5.32 0.177
H -1.51 2.20 6.30 0.402
C -0.74 3.31 3.78 -1.239
H -1.03 3.81 4.71 0.303
H -1.68 3.01 3.27 0.159
H -0.20 4.03 3.15 0.414
C 2.17 2.68 2.63 -1.380
H 2.84 3.35 3.20 0.315
H 1.52 3.32 2.01 0.373
H 2.80 2.09 1.95 0.279
C 3.16 -0.02 3.96 -1.385
H 3.92 0.60 4.45 0.334
H 3.45 -0.14 2.91 0.213
H 3.20 -1.00 4.45 0.312
C -0.36 -2.81 0.87 -0.554
C 0.62 -2.84 1.78 -0.988
C 2.09 -2.67 1.51 -0.545
C 2.64 -1.72 0.40 -1.395
C 2.15 -0.31 0.40 -0.497
C 0.95 0.11 -0.02 -0.400
C -0.18 -0.70 -0.61 2.514
C -0.17 -2.25 -0.51 -0.530
H 2.49 -3.68 1.27 0.398
H 2.59 -2.20 -0.60 0.579
H 2.57 -2.36 2.46 0.278
H 0.76 -2.63 -0.93 0.357
H -1.37 -3.21 1.09 0.722
H 0.46 -3.26 2.78 0.488
H -1.00 -2.63 -1.11 0.229
H -1.12 -0.34 -0.13 -1.594
H 0.69 1.17 0.09 0.454
H -0.35 -0.45 -1.69 -0.603
H 3.72 -1.64 0.63 0.420
H 2.89 0.47 0.68 0.550
P -1.16 -0.69 -4.18 0.641
P -1.05 2.01 -5.40 0.164
C -1.25 -0.69 -6.07 -0.898
C -1.63 0.68 -6.59 -0.971
H -1.98 -1.45 -6.37 0.462
H -0.27 -1.01 -6.45 0.429
H -1.20 0.88 -7.58 0.515
H -2.72 0.79 -6.66 0.427
C -1.69 3.43 -6.38 -1.141
H -1.27 4.35 -5.98 0.385
H -2.78 3.46 -6.28 0.360
H -1.42 3.33 -7.44 0.312
C 0.67 2.09 -6.06 -1.114
H 0.68 2.05 -7.16 0.356
H 1.28 1.27 -5.66 0.263
H 1.12 3.03 -5.74 0.390
C -2.64 -1.72 -3.85 -1.310
H -2.65 -2.02 -2.80 0.285
H -2.63 -2.61 -4.50 0.364
H -3.54 -1.12 -4.06 0.368
C 0.17 -1.96 -4.05 -0.805
H 1.10 -1.53 -4.45 0.329
H -0.10 -2.85 -4.62 0.424
H 0.33 -2.22 -3.00 -0.010
C -2.99 -0.76 2.94 -0.427
H -2.36 -1.59 2.62 0.102
H -3.99 -1.16 3.20 0.468
H -2.53 -0.21 3.77 -0.197